A 8-piece molecular cluster, C57H132N8O13 overall at a distorted geometry. Source: OMol25; level of theory: ωB97M-V/def2-TZVPD.

Computed properties:
SMILES ... CC1(C)CCCC(C)(C)N1O.CC1(C)CCCC(C)(C)N1O.CC1(C)CCCC(C)(C)N1O.COCCNCCOC.COCCNCCOC.COCCNCCOC.COCCNCCOC.COCCNCCOC
Relative energy (zero: lowest compared OMol25 entry of this formula, charge and spin) ... 1041.7 kJ/mol
HOMO energy ... -7.751 eV
E ... -3666.39262 Ha

Geometry as XYZ:
```
210
C57H132N8O13, DFT ωB97M-V/def2-TZVPD
H -2.653 -3.232 0.382
H -0.132 -11.194 3.567
N -0.389 -0.566 0.315
H 0.766 3.792 0.446
C 2.135 -0.982 6.214
H -0.809 4.359 0.874
H -2.739 7.836 -4.015
C 5.395 -1.093 1.124
C -5.198 3.722 -2.977
C 2.148 -6.029 0.700
H -2.751 3.048 -3.359
H 2.668 2.244 5.815
H -10.373 -0.112 -8.428
H -1.288 -8.300 0.293
C 0.346 7.173 1.120
C -2.919 3.246 -2.300
H -2.764 -0.264 -6.352
N -1.472 -7.496 0.877
H -3.973 8.008 -1.363
H -5.774 5.947 -4.747
N 3.779 1.399 3.774
H 2.084 5.132 5.092
H -2.452 -0.019 -4.817
H 5.538 -0.026 1.294
O -2.263 6.114 -2.146
H -0.428 -8.652 3.251
H -3.082 -8.590 1.732
H 8.090 1.072 -1.062
H 1.662 2.007 3.493
C -1.245 -9.183 2.763
O -0.572 0.056 1.541
H 0.468 -2.555 -2.823
H 1.619 -0.430 -2.571
H -7.048 4.725 -2.288
O 1.158 -4.156 1.792
C -1.257 -6.233 -3.210
H -2.413 6.208 -1.203
C -2.131 -8.142 2.018
H 0.698 9.435 0.708
H -2.549 -5.706 1.008
C 6.472 -1.431 0.083
H 0.555 2.244 -1.242
O -1.448 -6.862 -1.931
H -5.525 7.084 -1.224
H 2.703 0.930 -0.343
C -6.124 1.802 -6.288
H -0.697 -6.820 -3.938
H -5.464 2.840 -2.395
H -7.340 -0.898 -6.890
H -2.061 3.632 -1.750
H 1.255 8.944 2.388
C -7.885 -0.353 -7.662
H -2.191 -5.880 -3.647
H -1.296 8.572 1.320
C -2.730 0.591 -5.676
H -7.465 1.021 -9.267
C 8.099 0.151 -0.479
H 1.550 1.213 1.035
O 2.598 0.329 6.390
H 6.100 -1.448 2.957
C 0.955 8.446 0.331
C 2.322 1.328 4.033
C 0.251 4.567 1.014
H 2.036 8.581 0.349
H 1.152 -6.468 0.757
O -8.991 0.066 -6.821
H 1.739 -1.576 -1.239
C -3.970 4.336 -2.149
H -6.605 6.706 -3.301
C -2.724 -0.660 -0.799
H -1.071 1.695 -0.932
C 0.583 0.148 -0.604
H 8.679 -0.625 -0.978
H 6.258 -4.955 3.167
H 1.735 5.791 0.231
H 3.688 2.773 2.181
H -2.067 -4.980 -1.092
H 0.891 -10.886 2.163
H 0.240 5.970 -0.678
H -7.032 4.317 -3.835
H -3.537 -1.295 -1.151
H 1.045 1.594 5.774
C -0.010 -1.713 -2.323
H -0.623 5.125 4.868
H 2.353 -0.276 0.655
C -2.178 -2.429 0.946
C 2.016 -4.550 0.619
H -0.157 1.243 -2.383
H 6.367 -3.305 1.607
H 4.298 -10.503 1.079
H 0.684 8.391 -0.724
H -5.369 8.464 -2.153
C 5.554 -3.229 2.329
C 3.719 -8.646 2.963
C 1.093 -0.834 -1.706
H 7.325 -2.043 0.378
H -1.560 5.866 3.579
H -4.283 2.811 -6.508
H -2.529 -7.305 2.591
C -4.663 1.795 -6.607
C 4.047 2.693 3.207
H -5.451 4.589 -0.700
H 5.458 3.543 4.513
N -6.911 1.982 -7.532
H 1.560 -4.376 -0.355
H -6.052 0.335 -8.548
C -0.624 5.930 4.134
H 7.107 5.101 3.495
H 5.657 -3.794 4.325
H -7.868 2.299 -7.470
H -1.706 -9.384 3.730
C -1.175 7.499 1.172
C -2.385 -6.505 0.285
C 1.569 -3.072 2.534
H -0.433 -12.217 2.184
N 0.972 7.061 2.398
O 5.397 4.363 2.600
H 3.087 -8.335 0.895
H -3.113 0.112 -0.135
H 4.651 -11.785 2.113
C -4.448 6.683 -3.131
H -3.987 5.617 -0.253
H 0.654 -2.893 3.099
C 8.339 -3.873 4.598
H -6.364 0.858 -5.799
C -4.813 7.563 -1.896
H 2.418 -6.020 2.677
H -9.724 1.507 -8.031
H -3.319 -6.841 -0.165
C -1.464 -1.466 -0.137
H -0.665 -5.551 -0.518
O -0.940 -10.287 1.985
H 1.674 -2.133 1.990
H -0.599 -1.307 -3.145
H -1.817 6.772 1.669
H 1.814 -8.297 2.062
H 1.999 0.304 3.847
O 6.719 -0.228 -0.515
H 3.184 -8.345 3.864
C 5.463 3.259 3.461
C -3.764 7.534 -4.233
H 3.034 -4.167 0.554
C 0.747 4.468 2.470
H -4.436 8.351 -4.496
H 2.176 -1.287 5.168
H 2.568 -1.724 6.886
H 2.336 -3.321 3.268
H -1.465 7.300 0.141
H 3.452 3.389 3.799
H 4.694 -8.161 3.021
C -0.098 1.374 -1.303
H -10.885 0.801 -6.900
H -1.817 1.153 -5.871
C 0.776 5.850 3.297
H -4.835 3.279 -3.905
O 3.710 -10.024 2.995
H -4.371 1.349 -7.557
C -7.026 0.760 -8.304
C 1.831 0.568 0.203
H 1.071 -1.035 6.446
H 2.905 5.774 3.576
H 8.477 0.624 0.427
C -5.803 6.062 -3.664
H 0.022 -0.526 2.021
H 7.275 4.472 1.796
H -1.461 -2.842 1.655
C 6.204 -3.888 3.387
C -0.097 -11.222 2.478
C 6.662 5.032 2.502
H -2.340 -0.158 -1.687
H 4.090 0.651 3.171
H -0.323 -3.153 -0.755
C -0.856 -2.320 -1.213
N 5.342 -1.850 2.425
H 6.398 6.035 2.167
H 4.730 -3.826 1.939
N -3.498 5.616 -2.709
H 4.408 -1.058 0.662
C 0.654 5.886 0.327
O -3.953 1.322 -5.438
C -4.365 4.682 -0.667
H -0.754 6.931 4.546
H 2.520 -6.375 -0.264
C 2.034 5.799 4.231
H -3.985 3.885 -0.027
H 1.695 3.948 2.334
H -2.919 -1.932 1.573
H 6.194 2.472 3.271
C -6.337 4.748 -3.114
N 2.941 -6.358 1.882
H 9.044 -4.648 4.297
H -0.019 3.803 2.869
C -10.102 0.570 -7.622
C -1.589 -5.947 -0.938
O 0.822 8.346 3.001
H -6.289 2.792 -5.863
C 2.086 1.361 5.549
H 5.972 -1.965 -0.725
O 7.562 -3.386 3.539
H 7.628 -4.079 5.398
H -3.114 2.299 -1.797
H 9.019 -3.122 5.001
H 5.512 -10.197 2.364
H -3.512 6.956 -5.122
C 2.816 -7.916 1.864
H -0.769 -5.270 -3.060
C 4.576 -10.698 2.115
H -8.113 -1.130 -8.392
H 2.069 6.800 4.661
H -1.675 -2.777 -1.768
```

---

A 19-piece molecular cluster, C57H133N19O19 overall at a distorted geometry. Source: OMol25; level of theory: ωB97M-V/def2-TZVPD.

Computed properties:
Relative energy (zero: lowest compared OMol25 entry of this formula, charge and spin) ... 49.0 kJ/mol
HOMO energy ... -8.792 eV
E ... -4721.87737 Ha

Geometry as XYZ:
```
228
C57H133N19O19, DFT ωB97M-V/def2-TZVPD
H 3.932 -1.523 5.431
C -2.594 1.405 -6.884
C -1.617 -2.164 -4.305
C -1.658 1.252 5.192
H 0.204 -0.527 -2.260
H 4.886 2.398 -0.343
C -1.138 -4.066 7.107
H -0.479 2.356 0.862
H -2.599 -2.967 -6.596
H 2.372 -1.442 -3.948
C 0.847 4.577 2.457
C -1.899 1.883 6.542
C 4.151 -6.677 1.592
C 2.589 2.532 5.303
N -0.091 5.417 -2.648
H -4.072 -1.686 -1.485
H 0.483 -4.475 3.157
C 4.137 2.001 0.341
O -2.754 4.616 2.927
H 1.670 5.741 -3.702
H -5.021 0.405 -5.075
N 3.538 -3.473 6.161
O 2.160 0.204 -5.903
N -3.082 6.427 -4.848
H 1.518 -0.746 5.791
O -1.709 6.950 -2.397
H 0.564 -2.325 7.096
H -2.541 -4.069 -2.255
H 1.454 -1.977 4.419
C -5.798 1.001 -4.595
C -3.847 4.828 2.447
H -0.783 1.885 2.562
C -0.510 -0.140 -1.532
H -4.277 -0.976 3.442
H -4.287 9.405 -5.610
H 6.484 1.443 3.447
C 3.470 1.538 4.556
H 1.299 -4.956 6.399
C 4.454 -2.451 5.660
C -1.106 4.216 6.011
C 0.525 5.820 3.193
O 1.204 2.680 -1.712
H 4.258 -3.521 2.440
O 2.023 4.249 2.240
H 3.322 -1.885 -1.315
H 2.437 0.623 -2.923
C -1.959 -3.552 -4.784
N 4.795 1.608 4.659
H -1.536 -5.012 6.740
H 1.439 -3.802 -2.702
H -3.506 1.974 -6.703
C -1.058 6.038 -1.959
H 3.133 -2.385 -5.334
H -5.748 2.704 -3.292
H -0.018 -5.794 2.099
O 6.821 -2.688 3.097
H 3.498 2.023 -3.120
H 0.203 -6.026 3.834
H -2.063 1.133 -4.899
H -1.820 3.342 7.797
H 0.941 2.053 1.994
H -3.274 4.697 -6.078
O -1.720 -4.479 -3.998
H -4.630 -4.224 -3.313
H 8.704 -5.517 1.485
C -3.272 5.005 -5.032
H -2.526 4.419 -4.496
H -5.363 6.315 1.965
C -3.362 2.695 -2.044
N -4.497 -1.505 0.609
H 0.170 1.129 -4.152
N -1.720 1.549 -5.752
H -1.139 -0.466 0.424
H 3.940 0.820 -1.945
H 0.413 4.631 -2.263
C 6.397 -3.305 2.108
H 4.496 -6.771 2.621
C -0.092 2.381 1.880
H -3.888 7.094 2.470
H -0.275 -4.482 7.627
H 6.901 -4.605 0.566
C 2.249 -1.889 -4.934
H -4.993 6.341 3.645
H 5.221 0.340 2.993
O 1.974 -6.508 0.536
C 3.277 -4.681 5.598
H 4.678 -5.906 1.030
H 0.566 7.115 -3.833
H -2.189 1.979 4.577
H 4.734 -3.738 0.750
C 8.534 -4.457 1.674
C 0.613 -5.537 2.950
O -1.490 -3.194 4.881
C -1.280 5.450 -0.554
H -0.421 4.858 6.564
C 4.948 -3.186 1.665
H -2.039 0.248 5.004
N -2.912 -4.136 -1.318
H -3.057 2.169 -1.139
H 1.205 -2.517 -7.087
C -1.931 -4.015 -0.214
H 1.680 2.755 4.744
N -5.204 1.899 -3.568
H -1.936 4.833 5.667
N 2.029 -5.935 2.679
O 2.863 0.692 3.884
H -4.295 -2.592 2.692
H -5.538 3.957 1.740
H 2.286 2.133 6.271
H -2.457 -1.741 -3.754
H -5.686 -1.111 -1.071
H 3.037 -3.294 7.020
C 0.919 -1.441 5.203
H -3.727 -5.156 -6.865
N 7.168 -4.117 1.409
H 0.776 -1.147 -8.991
H 5.163 -2.301 6.474
C -3.977 1.719 -3.089
H -0.138 -1.023 2.267
C 0.166 2.191 -4.398
C -4.530 6.235 2.664
H 3.149 3.448 5.494
H -0.926 6.228 0.122
C 1.852 -0.958 -6.015
H -2.319 5.379 -0.235
C -4.201 -4.516 -1.186
H -1.229 -1.568 -5.132
H 0.144 5.685 -4.686
H -2.073 -5.368 -7.427
H -0.571 0.946 -1.605
C 5.377 -1.997 -1.852
H -6.533 0.397 -4.065
H 5.250 2.151 5.378
H 6.060 -2.790 -1.550
H -2.626 9.087 -5.266
H -3.930 1.947 2.215
C -3.599 -1.016 1.474
H -0.736 -2.120 -3.665
H 1.535 -0.992 2.317
O -2.469 1.217 7.399
H -1.493 -0.495 -1.839
H -5.728 -3.523 -2.098
H 4.812 -2.148 1.364
H -2.356 -3.775 0.761
C 3.084 1.323 -2.395
H 1.816 -3.724 -0.971
O -2.735 -0.172 1.146
H 2.694 -5.738 3.414
H 8.842 -4.241 2.697
O 3.879 -5.126 4.592
C -0.795 -3.159 5.892
H -2.764 0.335 -7.001
O -3.230 0.771 -3.433
H 6.204 0.016 4.483
H -0.622 -1.170 -8.083
H -0.532 2.622 -3.680
C -3.733 -1.664 2.796
H -0.581 3.820 5.141
H -5.080 -2.290 0.862
C -4.634 -1.061 -0.790
H 4.171 0.930 0.543
C -5.147 -4.405 -2.370
O -5.174 7.143 -5.585
H -2.722 -1.869 3.149
H 9.190 -3.817 1.084
H -1.882 -3.553 7.716
C 3.540 -3.654 -2.255
H -1.240 -3.226 -0.509
H -1.057 4.008 2.652
O 4.133 -4.391 -3.037
H -0.799 4.480 -0.423
H 1.172 2.603 -4.322
C -2.682 -5.128 -6.555
H -1.390 -4.961 -0.168
H 2.297 3.002 0.476
H -0.483 5.878 3.603
H -4.605 2.184 0.673
H 1.999 -6.433 5.781
C 2.609 -6.398 1.566
H -2.407 3.091 -2.391
O -4.636 -4.989 -0.156
C 0.413 -0.835 -8.011
N -0.343 -0.581 -0.187
H 5.048 -2.770 4.803
C -4.059 7.361 -5.142
N -2.393 -3.770 -6.019
C 0.620 6.028 -3.768
N 1.154 -1.514 -6.981
C 0.723 -1.436 1.741
N -0.134 3.753 2.333
H 1.537 -2.713 -4.968
H 2.631 -5.714 7.333
C 0.815 -0.972 0.313
H -4.280 4.724 -4.729
H -2.595 -5.873 -5.765
H -4.406 -0.018 -1.010
N 4.008 -2.511 -1.711
H -3.835 9.214 -3.957
H 0.822 -2.520 1.799
H 5.562 -1.099 -1.261
H -2.909 2.717 0.997
H 1.246 6.001 3.990
N -4.532 3.883 1.777
H -0.597 1.269 4.947
O -0.330 3.094 -6.533
H -6.326 1.628 -5.314
C 2.227 -5.524 6.338
H -2.020 1.835 -7.705
C 2.164 -4.084 -1.939
C 2.288 2.164 -1.389
H 0.301 0.249 -8.018
H -5.752 -5.312 -2.386
H 4.476 -7.638 1.195
H 0.592 6.640 2.478
N 2.850 2.469 -0.179
N 0.210 -2.325 6.150
C -3.926 2.653 1.385
H -2.274 6.719 -4.316
N -1.540 3.109 6.855
H 0.161 -0.860 4.679
H 2.334 -5.142 -1.737
H -3.931 3.597 -1.821
C -0.632 2.311 -5.672
H 4.262 2.492 1.306
C -3.637 8.824 -4.955
O 1.893 -0.849 -0.245
H 5.506 -1.800 -2.916
C 5.729 0.771 3.856
```